No. 1
C16H47ClNO17 | wB97M-V/def2-TZVPD

Properties
- Spin multiplicity: 2
- Kohn-Sham gap (alpha / beta): 7.6 / 2.5 eV
- Total charge: 0
- Calculated total energy: -66157.0187 eV

Cartesian coordinates (Å):
Cl 1.0232 -1.8651 1.9711
O 0.0654 -2.8057 2.5232
O 1.0807 -0.6851 2.7652
O 2.3331 -2.4043 1.8760
O 0.6832 -1.5830 0.5805
C -1.1323 0.7670 -1.5930
O -1.0109 2.1711 -1.6834
C -1.5844 2.6492 -2.9312
C -1.2612 4.1385 -2.9874
N -2.1038 4.8426 -3.9370
C -3.5083 4.9315 -3.4871
C -4.3068 5.7050 -4.5546
O -3.9467 7.0432 -4.4816
C -4.2913 7.8556 -5.7242
H -0.8709 0.5030 -0.5683
H -0.3220 0.3668 -2.2025
H -2.0518 0.3036 -1.9506
H -2.6615 2.4844 -2.9593
H -1.1122 2.1271 -3.7633
H -0.2124 4.3368 -3.2084
H -1.4993 4.6982 -2.0829
H -1.7776 5.7840 -4.1029
H -3.4994 5.5132 -2.5654
H -4.0277 3.9896 -3.3108
H -5.3763 5.6203 -4.3620
H -4.1450 5.2814 -5.5458
H -3.7242 8.7804 -5.8299
H -5.3596 8.0556 -5.6421
H -3.9983 7.2962 -6.6127
O 5.2747 -2.5991 1.4493
H 5.2707 -3.1572 2.2269
H 4.3497 -2.4291 1.2712
C 3.0650 -5.7096 0.8533
C 1.8156 -6.2567 1.6218
O 2.0263 -7.3551 2.4752
O 3.3608 -6.5788 -0.2000
H 3.9268 -5.5960 1.5108
H 2.9303 -4.7091 0.4422
H 1.0915 -6.5748 0.8716
H 1.3311 -5.5095 2.2504
H 1.1926 -7.6774 2.8255
H 3.8758 -7.3154 0.1372
C -1.0917 2.8718 1.7596
C -1.5334 1.4138 2.1710
O -2.8576 1.3188 2.6089
O -1.7355 3.3149 0.5478
H -0.0380 2.8662 1.4807
H -1.2568 3.6167 2.5381
H -0.8347 1.0563 2.9274
H -1.4221 0.6802 1.3726
H -3.0862 2.0317 3.2099
H -1.3703 2.8567 -0.2127
C 3.0927 1.7231 0.7240
C 2.7841 2.1949 -0.7265
O 3.9635 2.3277 -1.5265
O 3.7804 2.7675 1.3200
H 3.6545 0.7910 0.6623
H 2.1489 1.4967 1.2201
H 2.3486 3.1918 -0.7941
H 2.2182 1.4404 -1.2731
H 4.3241 1.4419 -1.6102
H 3.1953 3.4999 1.5270
C 0.2977 -3.8794 -2.0864
C -0.0561 -4.9469 -3.0465
O -1.3877 -4.6709 -3.5519
O -0.4833 -4.0356 -0.9266
H 0.3698 -2.8793 -2.5139
H 1.2918 -4.0317 -1.6660
H -0.1430 -5.9152 -2.5536
H 0.6044 -5.1836 -3.8806
H -1.9500 -4.4019 -2.8218
H -0.4283 -3.3250 -0.2834
C -0.2787 -3.0391 6.4355
C 0.9792 -2.2877 6.0068
O 2.0168 -2.0573 6.9754
O -0.8681 -2.3805 7.5537
H -0.0448 -4.0894 6.6094
H -1.0855 -3.0230 5.7028
H 0.7555 -1.3211 5.5554
H 1.3518 -2.8327 5.1394
H 2.7576 -1.6126 6.5571
H -0.8958 -1.4222 7.5040

No. 2
AsF6H28O14 | wB97M-V/def2-TZVPD

Properties
- Kohn-Sham gap: 10.6 eV
- Total charge: -1
- Calculated total energy: -106269.1005 eV
- Relative energy (zero: lowest compared OMol25 entry of this formula, charge and spin): 57.5 kcal per mole

Cartesian coordinates (Å):
As 0.4272 0.5216 -0.0714
F 0.5169 -1.1923 -0.6985
F 1.8938 0.8358 -1.0760
F 0.4542 2.2793 0.3195
F -1.0978 0.2389 0.7719
F 1.4737 0.0704 1.3465
F -0.4917 0.8285 -1.5734
O 5.2772 -1.3299 1.4251
H 5.5734 -0.4394 1.6135
H 4.3541 -1.2315 1.1918
O -1.0708 -1.7406 -5.2089
H -1.4519 -1.2937 -5.9647
H -1.3556 -1.2233 -4.4555
O -4.7222 -0.3487 4.4412
H -4.0444 -0.8503 3.9883
H -5.0654 0.2469 3.7751
O -2.6986 -3.2987 2.8753
H -2.1090 -3.2315 2.1242
H -3.4233 -3.8408 2.5638
O 1.5135 -4.5621 1.6100
H 1.3312 -4.9050 2.4849
H 0.6856 -4.1736 1.3272
O -0.7438 4.3537 4.8912
H -0.1682 3.6972 4.4989
H -1.2100 3.8824 5.5816
O -3.5807 -1.7207 -1.1939
H -2.9467 -2.4362 -1.1456
H -3.0568 -0.9278 -1.0800
O 1.5291 6.1753 -1.8736
H 2.1071 5.6760 -1.2967
H 0.6698 6.1243 -1.4550
O 3.4540 -4.4375 -1.4899
H 2.7273 -4.3860 -2.1108
H 3.0555 -4.2564 -0.6386
O -2.2949 3.5835 -5.1224
H -2.9265 2.8828 -4.9599
H -1.5866 3.4172 -4.5004
O -5.4883 1.8313 -0.7797
H -6.3931 1.9308 -0.4838
H -5.0854 1.2549 -0.1304
O 2.3292 -1.7923 4.9641
H 1.4277 -1.7934 5.2858
H 2.2784 -1.3651 4.1090
O 4.2622 4.0236 -0.4532
H 3.8927 3.2056 -0.7857
H 4.7433 3.7673 0.3336
O 2.6317 -1.2517 -4.5710
H 2.5372 -1.0023 -3.6517
H 1.8655 -1.7963 -4.7518

No. 3
C3H3N3O | wB97M-V/def2-TZVPD

Properties
- Kohn-Sham gap: 9.8 eV
- SMILES string: N=C=CC=O.N#N
- Total charge: 0
- Calculated total energy: -9675.4983 eV
- Relative energy (zero: lowest compared OMol25 entry of this formula, charge and spin): 45.1 kcal per mole

Cartesian coordinates (Å):
N 2.3261 -0.2261 0.7895
C 1.2306 -0.3757 0.2678
N -0.5352 0.9317 -1.8988
N -1.3392 1.5693 -1.4895
O -1.6429 -0.6482 1.6404
C -1.2238 -0.1043 0.6545
C 0.0042 -0.6506 -0.1159
H 3.0412 0.3546 0.3621
H -1.6849 0.8142 0.1776
H -0.1231 -1.4720 -0.8216

F_max, record by record: 3.287, 2.550, 2.213 eV/Å